Record 1
Entry from the Open Molecules 2025 dataset: an isolated molecule of C5H10N2O in a non-equilibrium geometry (ωB97M-V/def2-TZVPD).

Properties
E_HOMO ... -0.273 Ha
Molar mass ... 114.1 g mol⁻¹
E_LUMO ... 0.033 hartree
SMILES ... C[C@H]1C(O)=C(N)[C@H]1N
Charge ... 0
F_max ... 0.044 hartree/bohr
Kohn-Sham gap ... 8.33 eV
Energy above the lowest of the compared OMol25 structures with the same formula, charge and spin ... 213.3 kJ/mol

XYZ file:
```
18
Properties=species:S:1:pos:R:3:lowdin_charge:R:1
C 0.103 -0.611 -1.901 -0.099
C -0.555 1.115 -0.100 -0.308
C -0.342 0.457 1.061 -0.285
N -1.123 0.252 2.202 0.105
N 0.982 -1.629 0.950 0.064
C 0.891 -0.254 0.689 -0.240
C 0.468 0.523 -0.964 -0.176
O -1.382 2.191 -0.338 0.049
H -1.477 2.294 -1.291 0.098
H -1.911 0.882 2.252 0.085
H -0.591 0.255 3.062 0.085
H 0.122 -2.139 0.801 0.083
H 1.779 -2.093 0.539 0.080
H 1.833 0.248 0.896 0.127
H 1.176 1.223 -1.422 0.119
H -0.368 -0.238 -2.816 0.068
H 0.990 -1.174 -2.201 0.071
H -0.593 -1.298 -1.420 0.073
```

Record 2
Entry from the Open Molecules 2025 dataset: an isolated molecule of C2H6FOP in a non-equilibrium geometry (ωB97M-V/def2-TZVPD).

Properties
E_HOMO ... -0.357 Ha
Molar mass ... 96.0 g mol⁻¹
E_LUMO ... 0.027 hartree
SMILES ... CCOPF
Charge ... 0
F_max ... 0.085 hartree/bohr
Kohn-Sham gap ... 10.47 eV
Energy above the lowest of the compared OMol25 structures with the same formula, charge and spin ... 256.0 kJ/mol

XYZ file:
```
11
Properties=species:S:1:pos:R:3:lowdin_charge:R:1
C -1.319 -0.185 0.850 -0.084
C -0.723 0.241 -0.515 -0.327
O 0.650 0.643 -0.460 -0.478
F 3.108 0.340 0.666 -0.401
P 2.109 -0.544 -0.325 0.941
H -1.731 0.574 1.451 0.057
H -2.032 -0.874 0.539 0.039
H -0.739 -0.872 1.428 0.062
H -1.039 1.279 -0.891 0.142
H -0.923 -0.642 -1.146 0.101
H 2.639 0.040 -1.597 -0.052
```

Record 3
Entry from the Open Molecules 2025 dataset: an isolated molecule of C28H31BClN3O4S2 in a non-equilibrium geometry (ωB97M-V/def2-TZVPD).

Properties
E_HOMO ... -0.306 Ha
Molar mass ... 584.0 g mol⁻¹
E_LUMO ... -0.076 hartree
SMILES ... CC(=O)NCCCCC1=C(CCCSC(=S)N(c2ccccc2)c2ccccc2)C(=O)C(B(N)O)=C(Cl)C1=O
Charge ... 0
F_max ... 0.168 hartree/bohr
Kohn-Sham gap ... 6.26 eV

XYZ file:
```
70
Properties=species:S:1:pos:R:3:lowdin_charge:R:1
C 5.383 -1.655 0.753 -0.050
C 4.848 -0.107 0.698 -0.314
O 4.414 0.333 -0.516 -0.116
N 4.824 0.881 1.843 -0.012
C 3.718 0.520 2.856 -0.177
C 2.322 1.274 2.327 -0.176
C 2.248 2.818 2.872 -0.204
C 1.159 3.775 2.103 -0.153
C 1.070 3.558 0.480 -0.047
C -0.220 3.295 -0.275 -0.013
C -1.686 3.226 0.511 -0.145
C -1.939 1.788 1.279 -0.224
C -2.475 0.675 0.181 -0.477
S -4.254 0.137 0.510 0.771
C -4.653 -1.362 -0.574 -0.959
S -5.783 -1.204 -1.858 0.607
N -4.028 -2.721 -0.348 -0.167
C -3.118 -3.133 -1.481 -0.179
C -1.847 -2.289 -2.081 -0.008
C -0.895 -2.782 -3.358 -0.057
C -1.244 -4.204 -4.135 -0.071
C -2.525 -5.072 -3.544 -0.065
C -3.456 -4.579 -2.251 0.025
C -3.392 -2.863 1.014 -0.175
C -1.792 -2.931 1.359 -0.010
C -1.304 -3.039 2.955 -0.065
C -2.358 -3.060 4.225 -0.086
C -3.963 -3.020 3.885 -0.071
C -4.430 -2.918 2.313 -0.016
C -0.076 3.082 -1.926 -0.114
O -1.223 3.141 -2.660 -0.042
C 1.398 2.813 -2.669 0.009
B 1.531 2.293 -4.223 -0.436
N 0.573 2.923 -5.252 0.086
O 2.490 1.299 -4.744 0.015
C 2.650 3.091 -1.915 -0.381
Cl 4.387 2.863 -2.586 0.621
C 2.500 3.649 -0.378 -0.164
O 3.570 4.193 0.265 -0.056
H 5.295 -2.157 -0.317 0.096
H 4.729 -2.326 1.493 0.087
H 6.540 -1.728 1.037 0.100
H 4.602 1.807 1.398 0.099
H 3.634 -0.666 2.792 0.118
H 4.034 0.861 3.936 0.123
H 2.324 1.160 1.161 0.108
H 1.384 0.699 2.760 0.113
H 3.268 3.392 2.886 0.114
H 1.885 2.752 4.008 0.126
H 0.079 3.745 2.609 0.116
H 1.532 4.897 2.270 0.135
H -2.604 3.400 -0.194 0.126
H -1.737 4.058 1.361 0.118
H -2.811 1.893 2.085 0.114
H -0.990 1.361 1.825 0.107
H -2.362 1.022 -0.938 0.091
H -1.811 -0.299 0.357 0.063
H -1.547 -1.264 -1.596 0.065
H 0.021 -2.126 -3.752 0.083
H -0.595 -4.557 -5.071 0.091
H -2.785 -6.074 -4.106 0.079
H -4.364 -5.277 -1.944 0.100
H -0.996 -2.903 0.502 0.079
H -0.149 -3.091 3.248 0.082
H -1.996 -3.102 5.360 0.089
H -4.750 -3.025 4.781 0.094
H -5.596 -2.873 2.090 0.101
H 1.091 3.020 -6.165 0.081
H -0.232 2.261 -5.329 0.080
H 2.486 0.454 -4.197 0.117
```

Record 4
Entry from the Open Molecules 2025 dataset: an isolated molecule of CH4N2 in a non-equilibrium geometry (ωB97M-V/def2-TZVPD).

Properties
E_HOMO ... -0.326 Ha
Molar mass ... 44.1 g mol⁻¹
E_LUMO ... 0.046 hartree
SMILES ... C=NN
Charge ... 0
F_max ... 0.074 hartree/bohr
Kohn-Sham gap ... 10.12 eV
Energy above the lowest of the compared OMol25 structures with the same formula, charge and spin ... 275.6 kJ/mol

XYZ file:
```
7
Properties=species:S:1:pos:R:3:lowdin_charge:R:1
C 1.093 0.169 0.058 -0.103
H -0.849 1.103 0.118 0.036
H -1.855 -0.294 0.357 0.103
H 2.196 -0.116 0.029 0.078
H 0.819 1.233 -0.140 0.062
N -1.040 0.169 -0.062 -0.050
N 0.059 -0.588 -0.040 -0.126
```

Record 5
Entry from the Open Molecules 2025 dataset: C31H53DyNO2Si2 as an isolated structure in a non-equilibrium geometry (ωB97M-V/def2-TZVPD).

Properties
E_HOMO (spin up / spin down) ... -0.353 / -0.349 Ha
Molar mass ... 690.4 g mol⁻¹
2S+1 ... 6
E_LUMO (spin up / spin down) ... -0.094 / -0.094 hartree
Charge ... +1
F_max ... 0.036 hartree/bohr
Kohn-Sham gap (spin up / spin down) ... 7.03 / 6.94 eV

XYZ file:
```
90
Properties=species:S:1:pos:R:3:lowdin_charge:R:1
O 1.900 0.197 -2.875 -0.256
O -0.480 1.692 -4.716 -0.102
C 2.942 1.214 -2.965 -0.250
C 4.282 0.777 -2.424 -0.055
H 2.546 2.079 -2.426 0.111
H 3.026 1.491 -4.025 0.101
H 4.221 0.425 -1.386 0.069
H 4.956 1.638 -2.455 0.087
H 4.724 0.011 -3.071 0.085
C 1.929 -0.834 -3.912 -0.230
C 2.426 -0.411 -5.284 -0.069
H 0.889 -1.192 -3.990 0.090
H 2.557 -1.649 -3.500 0.110
H 1.710 0.256 -5.778 0.062
H 2.504 -1.321 -5.889 0.095
H 3.423 0.032 -5.266 0.076
C -1.653 0.682 -5.016 -0.083
C -0.453 3.107 -5.330 -0.104
C -1.357 -0.103 -6.254 -0.051
H -2.544 1.308 -5.063 0.135
H -1.673 0.044 -4.127 0.115
H -1.259 0.535 -7.136 0.072
H -2.191 -0.793 -6.426 0.106
H -0.453 -0.715 -6.133 0.082
C -0.406 3.009 -6.819 -0.065
H 0.458 3.555 -4.928 0.138
H -1.335 3.631 -4.954 0.135
H 0.472 2.454 -7.160 0.095
H -0.339 4.006 -7.265 0.103
H -1.300 2.557 -7.242 0.075
H -0.471 1.815 -3.710 0.066
Dy 0.127 -0.213 -0.429 1.403
C -0.571 1.703 -1.794 -0.397
Si -1.406 3.082 -0.879 0.387
H 0.387 1.991 -2.241 -0.027
H -1.320 1.141 -2.368 -0.028
C -0.587 4.726 -1.237 -0.185
C -1.292 2.754 0.969 -0.184
C -3.196 3.143 -1.475 -0.173
C 2.076 -1.390 -0.158 -0.415
Si 1.272 -2.929 -0.831 0.379
H 2.299 -1.409 0.929 0.001
H 2.971 -1.010 -0.654 -0.034
C 2.399 -3.999 -1.868 -0.173
C -0.190 -2.397 -1.938 -0.226
C 0.613 -3.939 0.601 -0.152
H -3.307 2.685 -2.469 0.011
H -3.553 4.176 -1.566 0.030
H -3.897 2.626 -0.806 0.035
H 0.434 4.764 -0.844 0.031
H -1.120 5.584 -0.809 0.038
H -0.508 4.906 -2.314 0.015
H -0.256 2.574 1.300 0.006
H -1.900 1.909 1.316 0.031
H -1.641 3.646 1.517 0.045
H 0.040 -2.879 -2.900 0.050
H -0.334 -1.320 -2.228 -0.022
H -1.150 -2.783 -1.587 0.036
H 0.485 -4.981 0.275 0.041
H -0.348 -3.588 0.998 0.011
H 1.344 -3.899 1.420 0.047
H 2.067 -5.049 -1.852 0.039
H 3.409 -3.946 -1.439 0.045
H 2.437 -3.667 -2.913 0.013
C -3.834 -2.710 0.223 -0.074
C -3.524 -3.265 1.463 -0.082
C -2.472 -2.753 2.217 -0.046
C -1.684 -1.671 1.724 -0.241
C -1.921 -1.233 0.413 -0.237
C -3.052 -1.641 -0.281 -0.146
C -0.655 -0.999 2.574 -0.187
C -0.585 -1.218 3.961 0.015
C 0.295 -0.498 4.729 0.022
C 1.102 0.488 4.139 -0.146
C 1.876 1.423 4.883 -0.010
C 2.573 2.444 4.247 -0.066
C 2.630 2.489 2.840 -0.056
C 1.979 1.518 2.080 -0.042
C 1.105 0.602 2.712 -0.216
N 0.201 -0.130 1.968 0.005
H -4.681 -3.079 -0.352 0.101
H -4.118 -4.094 1.867 0.110
H -2.228 -3.156 3.206 0.104
H -3.323 -1.172 -1.227 0.086
H -1.259 -1.939 4.402 0.108
H 0.359 -0.666 5.802 0.129
H 1.886 1.338 5.973 0.120
H 3.107 3.203 4.830 0.113
H 3.190 3.280 2.336 0.113
H 2.134 1.441 0.994 0.099
```

Record 6
Entry from the Open Molecules 2025 dataset: a 3-piece molecular cluster, C4H15N2O overall in a non-equilibrium geometry (ωB97M-V/def2-TZVPD).

Properties
E_HOMO (spin up / spin down) ... -0.340 / -0.333 Ha
Molar mass ... 107.2 g mol⁻¹
2S+1 ... 2
E_LUMO (spin up / spin down) ... 0.029 / -0.100 hartree
Charge ... 0
F_max ... 0.071 hartree/bohr
Kohn-Sham gap (spin up / spin down) ... 10.04 / 6.34 eV
Energy above the lowest of the compared OMol25 structures with the same formula, charge and spin ... 201.8 kJ/mol

XYZ file:
```
22
Properties=species:S:1:pos:R:3:lowdin_charge:R:1
C -1.278 0.212 1.722 -0.380
C -1.966 1.155 0.719 -0.276
C -3.397 0.641 0.437 -0.135
C 3.449 -1.688 -2.143 -0.201
N 1.999 -1.483 -2.502 -0.111
N -0.180 0.860 2.256 -0.014
H -1.092 -0.693 1.104 0.110
H -1.903 -0.049 2.686 0.153
H -1.974 2.223 0.986 0.105
H -1.297 1.034 -0.182 0.091
H -4.154 0.688 1.282 0.082
H -3.212 -0.446 0.232 0.069
H 4.069 -2.120 -2.936 0.058
H 3.498 -2.392 -1.299 0.055
H 3.877 -0.702 -1.835 0.069
H -3.925 1.052 -0.453 0.066
H 1.505 -2.369 -2.804 0.067
H 0.250 0.389 3.065 0.091
H 0.534 0.993 1.498 0.051
H 1.587 1.216 -0.457 0.015
H 1.511 -1.211 -1.576 0.048
O 0.893 0.604 -0.250 -0.014
```

Question: The highest charge belongs to which entry?
Answer: C31H53DyNO2Si2